[1]
77
Properties=species:S:1:pos:R:3 method="wB97M-V/def2-TZVPD" s2=8.76 relative_energy_kj_mol=0.0 e_homo_ev="-14.30 / -14.29" largest_force_ev_per_a=1.38 orbital_gap_ha="0.3249 / 0.1774" spin_multiplicity=6 total_charge=+2
Ir -0.41 -0.36 0.26
C 0.43 2.68 3.52
C -0.21 2.49 2.15
C 0.17 3.63 1.22
C -1.72 2.37 2.29
O 0.28 1.23 1.60
Ge 1.84 0.26 1.98
O 0.84 -1.26 2.05
C 0.88 -2.33 3.04
C 2.22 -2.28 3.75
C -0.26 -2.15 4.03
C 0.74 -3.64 2.27
O 1.96 -0.12 0.18
C 3.01 0.38 -0.70
C 3.67 1.59 -0.04
C 4.03 -0.73 -0.92
C 2.38 0.81 -2.02
H 0.11 3.63 3.96
H 1.52 2.71 3.43
H 0.14 1.87 4.20
H -0.27 4.56 1.58
H -0.19 3.43 0.21
H 1.25 3.75 1.19
H -2.12 3.23 2.83
H -1.98 1.46 2.84
H -2.19 2.33 1.31
H 2.32 -1.33 4.31
H 3.04 -2.36 3.04
H 2.31 -3.09 4.47
H -0.16 -1.21 4.57
H -0.24 -2.96 4.77
H -1.23 -2.17 3.53
H 1.59 -3.77 1.59
H -0.18 -3.63 1.68
H 0.71 -4.48 2.96
H 4.16 1.28 0.90
H 2.93 2.36 0.17
H 4.44 2.01 -0.68
H 4.34 -1.15 0.04
H 4.91 -0.33 -1.43
H 3.61 -1.53 -1.53
H 1.55 1.50 -1.84
H 2.00 -0.06 -2.56
H 3.12 1.30 -2.64
C -0.93 3.34 -4.82
C -0.87 3.68 -3.33
C -1.50 2.62 -2.48
N -0.89 1.88 -1.64
N -1.71 0.97 -1.01
C -2.97 1.05 -1.38
N -3.95 0.25 -0.94
S -3.22 2.27 -2.58
H -0.47 4.14 -5.40
H -1.97 3.24 -5.16
H -0.40 2.41 -5.03
H -1.38 4.63 -3.14
H 0.16 3.78 -3.00
H -3.76 -0.38 -0.17
H -4.91 0.45 -1.16
N -1.80 -2.45 -4.78
C -0.93 -2.41 -3.76
C -1.15 -1.60 -2.62
N -0.29 -1.63 -1.61
C 0.79 -2.42 -1.68
C 1.01 -3.17 -2.82
N 0.17 -3.16 -3.85
H -2.67 -1.96 -4.77
H -1.59 -3.05 -5.56
H -2.01 -0.97 -2.54
H 1.46 -2.45 -0.83
H 1.89 -3.80 -2.92
B -3.95 -2.78 2.15
C -2.85 -2.03 1.44
N -2.04 -1.47 0.80
H -5.00 -2.31 1.76
H -3.88 -2.62 3.35
H -3.73 -3.95 1.95

***

[2]
76
Properties=species:S:1:pos:R:3 method="wB97M-V/def2-TZVPD" relative_energy_kj_mol=8.5 e_homo_ev=-10.18 largest_force_ev_per_a=0.70 orbital_gap_ha=0.2993 total_charge=+1
Ba -0.63 -0.32 0.70
N -2.79 -2.11 1.55
C -2.46 -2.56 2.91
C -2.01 -1.44 3.83
N -0.69 -0.85 3.54
C -0.55 0.43 4.24
C 0.53 1.36 3.69
N 0.12 1.95 2.40
C 0.42 -1.78 3.87
C 1.46 -2.01 2.78
N 0.90 -2.64 1.58
H -3.59 -1.49 1.56
H -3.07 -2.90 0.97
H -1.68 -3.32 2.84
H -3.32 -3.06 3.38
H -2.04 -1.83 4.86
H -2.75 -0.64 3.78
H -0.36 0.27 5.31
H -1.51 0.96 4.17
H 1.46 0.81 3.54
H 0.73 2.12 4.45
H 0.90 2.45 1.98
H -0.61 2.63 2.56
H 0.00 -2.75 4.16
H 0.94 -1.41 4.76
H 2.27 -2.60 3.23
H 1.92 -1.07 2.47
H 0.60 -3.59 1.78
H 1.62 -2.72 0.87
C -0.63 1.70 -5.30
C -0.13 0.26 -5.28
N 1.01 0.09 -4.38
C 2.33 0.25 -4.99
C 2.87 -1.06 -5.55
C 0.88 -0.24 -3.09
S -0.70 -0.40 -2.43
N 2.06 -0.47 -2.47
C 2.30 -0.32 -1.18
O 1.50 0.11 -0.29
C 3.68 -0.69 -0.75
C 4.53 -1.44 -1.57
C 5.79 -1.79 -1.13
C 6.23 -1.40 0.13
C 5.40 -0.65 0.95
C 4.13 -0.31 0.51
H -1.45 1.80 -6.01
H 0.16 2.38 -5.60
H -0.99 1.98 -4.31
H 0.20 -0.03 -6.28
H -0.93 -0.41 -4.97
H 3.01 0.65 -4.25
H 2.22 0.98 -5.80
H 2.98 -1.79 -4.75
H 3.84 -0.90 -6.02
H 2.19 -1.47 -6.30
H 4.17 -1.72 -2.55
H 6.44 -2.38 -1.77
H 7.22 -1.67 0.46
H 5.75 -0.33 1.92
H 3.47 0.29 1.13
C -5.43 1.35 -1.37
O -5.01 1.19 -0.01
P -3.46 1.52 0.34
O -3.46 3.12 0.07
C -2.38 3.73 -0.65
O -3.56 1.40 1.95
C -4.57 2.09 2.71
H -6.50 1.16 -1.39
H -4.92 0.64 -2.02
H -5.24 2.37 -1.72
H -2.81 4.31 -1.47
H -1.70 2.99 -1.06
H -1.84 4.40 0.01
H -4.08 2.58 3.56
H -5.29 1.37 3.08
H -5.07 2.84 2.11

***

[3]
92
Properties=species:S:1:pos:R:3 method="wB97M-V/def2-TZVPD" e_homo_ev=-11.11 largest_force_ev_per_a=5.60 orbital_gap_ha=0.2666 total_charge=+1
Ca -0.85 -7.84 -21.30
P -3.75 -6.03 -20.49
F -2.95 -5.15 -19.38
F -2.59 -5.66 -21.55
F -2.80 -7.25 -20.01
F -4.50 -7.05 -21.52
F -4.90 -6.17 -19.34
F -4.65 -4.77 -21.03
C -1.95 -7.42 -16.93
O -1.53 -8.78 -16.81
C -0.85 -9.45 -17.92
O -0.69 -8.95 -19.00
O -0.48 -10.68 -17.51
C 0.38 -11.49 -18.39
H -3.02 -7.51 -17.09
H -1.62 -6.95 -17.86
H -1.97 -6.78 -16.05
H -0.20 -11.72 -19.29
H 0.60 -12.38 -17.79
H 1.27 -10.94 -18.68
C 0.30 -2.72 -19.28
O -0.17 -3.98 -19.81
C 0.24 -5.17 -19.34
O -0.16 -6.23 -19.86
O 1.09 -5.06 -18.29
C 1.87 -6.16 -17.82
H -0.05 -2.55 -18.26
H -0.06 -2.03 -20.04
H 1.36 -2.57 -19.47
H 1.31 -7.09 -17.72
H 2.16 -5.97 -16.78
H 2.82 -6.20 -18.36
C -3.53 1.62 -17.33
O -3.08 0.31 -17.76
C -3.04 0.00 -19.07
O -3.12 0.71 -20.09
O -2.97 -1.36 -19.10
C -3.05 -2.01 -20.40
H -3.84 2.28 -18.14
H -2.79 2.13 -16.72
H -4.47 1.40 -16.83
H -2.30 -1.63 -21.10
H -4.00 -1.70 -20.83
H -2.97 -3.09 -20.29
C -3.87 -10.11 -19.65
O -3.14 -11.31 -19.99
C -2.25 -11.22 -20.96
O -1.66 -10.17 -21.32
O -1.97 -12.49 -21.37
C -0.94 -12.72 -22.30
H -3.44 -9.53 -18.84
H -4.85 -10.37 -19.23
H -4.11 -9.62 -20.59
H -0.71 -11.88 -22.95
H -1.34 -13.56 -22.86
H 0.00 -12.89 -21.77
C -7.93 -7.67 -17.90
O -7.76 -7.80 -19.34
C -8.49 -7.22 -20.34
O -9.21 -6.26 -20.18
O -8.29 -7.78 -21.61
C -7.34 -8.86 -21.91
H -8.48 -8.48 -17.43
H -8.29 -6.66 -17.70
H -6.96 -7.70 -17.41
H -7.59 -9.87 -21.59
H -6.40 -8.57 -21.44
H -7.23 -8.96 -22.99
C -4.58 -6.49 -24.39
O -4.06 -7.69 -24.92
C -3.10 -8.35 -24.33
O -2.48 -8.20 -23.27
O -2.85 -9.37 -25.20
C -1.95 -10.41 -24.79
H -5.56 -6.70 -23.96
H -4.60 -5.86 -25.28
H -3.98 -5.96 -23.64
H -0.91 -10.11 -24.91
H -2.09 -11.26 -25.47
H -2.11 -10.70 -23.76
C -8.93 -0.25 -18.49
O -9.67 -1.49 -18.75
C -9.09 -2.66 -19.16
O -9.88 -3.50 -19.70
O -7.73 -2.68 -19.05
C -7.01 -3.75 -19.43
H -9.61 0.54 -18.14
H -8.54 0.00 -19.47
H -8.05 -0.25 -17.84
H -6.03 -3.41 -19.77
H -7.46 -4.26 -20.28
H -6.89 -4.49 -18.64